75
Properties=species:S:1:pos:R:3:forces:R:3 method="wB97M-V/def2-TZVPD" orbital_gap_ev=7.83
Cl -5.477 -3.066 3.080 0.00 0.01 0.05
Cl -6.907 -4.185 0.531 -0.07 -0.14 0.05
O -2.273 -4.178 0.626 -0.13 -0.90 -0.12
O -1.704 0.493 2.711 0.01 0.62 0.34
O -0.055 8.107 1.435 0.00 0.01 0.01
O -2.741 -1.386 -3.871 0.02 0.01 0.00
O 1.998 7.753 1.975 -0.01 0.01 0.01
O -2.486 -0.127 -2.146 0.01 0.00 0.01
O 7.489 -1.371 0.172 -0.08 0.10 -0.03
N -3.073 -0.463 -3.156 0.00 -0.12 0.11
N 0.852 7.389 1.805 0.02 0.04 -0.06
C 0.540 5.973 2.062 -0.03 -0.11 0.04
C 0.811 -1.809 -0.978 -0.51 0.40 0.62
C -1.041 4.191 2.104 0.08 -0.02 0.01
C -0.049 3.334 2.561 0.09 -0.03 0.01
C -4.995 -0.099 -4.646 -0.06 -0.09 -0.15
C 3.200 0.432 0.324 -0.11 -0.21 0.00
C 3.769 -0.904 0.802 0.47 0.11 -0.16
C 1.242 3.807 2.761 -0.11 0.02 -0.05
C 1.545 5.136 2.510 0.17 -0.08 0.05
C -3.243 -1.109 2.008 -0.26 -0.14 -0.04
C -0.254 -2.619 -0.583 0.40 0.67 0.13
C -4.285 0.286 -3.524 -0.08 0.10 -0.05
C -0.977 -0.871 0.940 0.51 -0.16 -0.46
C 6.279 -0.965 0.773 -0.10 0.41 -0.28
C 7.702 -2.766 0.137 0.34 -0.24 0.24
C -2.282 -2.991 0.803 0.25 0.58 -0.06
C 5.018 -1.355 0.015 -0.22 -0.24 0.72
C 7.872 -3.419 1.522 0.05 -0.08 -0.48
C 0.098 -0.073 0.557 -0.06 -0.57 -0.27
C -1.145 -2.137 0.376 0.10 -0.09 -0.18
C 2.177 0.307 -0.812 0.11 -0.19 0.19
C -4.731 -3.003 1.518 -0.34 -0.02 0.26
C -4.753 -3.421 -0.935 0.16 -0.20 -0.03
C -1.946 -0.414 1.952 0.08 -0.20 -0.15
C -4.675 1.355 -2.739 -0.01 0.12 0.14
C -0.750 5.522 1.852 -0.18 -0.02 -0.04
C 0.996 -0.537 -0.409 -0.15 -0.22 -0.15
C -5.812 2.063 -3.095 -0.04 -0.04 -0.08
C -6.131 0.614 -4.992 -0.01 0.07 0.07
C -6.537 1.694 -4.220 0.02 -0.01 0.01
C -5.340 -3.479 0.436 0.06 0.06 -0.03
C -3.439 -2.310 1.461 0.15 0.22 -0.04
H 6.331 0.123 0.823 0.10 0.12 0.04
H 7.146 -4.214 1.661 -0.16 0.00 0.26
H -2.045 3.820 1.947 -0.01 0.00 0.01
H -4.192 -2.502 -1.082 -0.07 0.21 -0.12
H 5.030 -0.920 -0.980 0.03 -0.07 -0.25
H 4.992 -2.440 -0.052 0.00 -0.14 -0.32
H 6.203 -1.314 1.805 0.03 -0.21 0.13
H -0.286 2.297 2.759 -0.05 0.02 0.04
H -6.698 0.327 -5.866 0.00 -0.01 -0.01
H -5.533 -3.531 -1.677 -0.07 0.19 -0.16
H 8.857 -3.870 1.592 0.13 -0.05 0.08
H 4.055 -0.786 1.847 0.03 -0.08 0.17
H 6.929 -3.281 -0.432 -0.19 0.06 -0.05
H -7.422 2.251 -4.497 -0.01 0.00 0.00
H -4.028 -0.593 2.539 -0.09 0.02 0.19
H 4.031 1.047 -0.019 0.05 0.22 0.02
H -4.042 -4.232 -1.071 0.01 -0.21 -0.03
H -6.130 2.903 -2.495 0.01 0.00 0.01
H -1.516 6.197 1.499 0.07 0.09 0.01
H -4.104 1.633 -1.866 0.08 -0.07 -0.02
H 2.545 5.513 2.663 -0.03 0.10 -0.02
H 3.032 -1.702 0.788 -0.28 0.06 -0.04
H 2.664 -0.140 -1.676 0.01 -0.07 -0.16
H 1.511 -2.144 -1.727 0.07 -0.12 -0.12
H 2.739 0.942 1.167 -0.11 0.17 0.05
H 7.795 -2.687 2.317 -0.11 0.08 0.15
H -0.381 -3.597 -1.016 -0.14 -0.14 0.04
H 1.840 1.296 -1.113 -0.05 0.16 -0.03
H 0.220 0.903 1.000 0.02 0.12 0.05
H 8.625 -2.897 -0.418 0.09 0.12 -0.17
H 2.016 3.139 3.116 0.01 0.00 0.01
H -4.670 -0.940 -5.240 0.09 -0.01 0.06

***

65
Properties=species:S:1:pos:R:3:forces:R:3 method="wB97M-V/def2-TZVPD" spin_multiplicity=3 orbital_gap_ev="6.52 / 6.52" charge=+3
W 0.132 -0.413 -0.279 0.57 0.84 0.43
Cl -4.451 0.459 5.368 -0.01 0.01 0.02
S -0.033 2.106 -0.043 -0.04 -0.34 -0.03
S 4.812 -0.841 -0.869 0.04 0.03 0.04
S 0.084 -5.088 -0.518 -0.03 -0.05 0.00
O -0.257 -0.859 1.509 -0.01 -0.41 0.40
N -0.159 -0.176 -2.382 -0.32 -0.21 -0.56
N 2.295 -0.731 -0.640 -0.28 -0.13 0.31
N 2.117 1.201 2.318 -0.05 -0.06 -0.05
N -1.965 -0.160 -0.443 -0.25 -0.02 -0.18
N 1.034 4.262 1.138 -0.04 0.16 -0.07
N 0.268 -2.572 -0.526 0.16 0.00 -0.11
N 1.855 2.537 2.017 0.00 -0.10 0.14
N 1.880 4.729 2.094 -0.06 -0.09 -0.05
C 3.972 -2.315 -0.699 0.10 -0.04 -0.02
C 2.645 -2.086 -0.610 -0.08 0.05 -0.07
C -2.105 -3.379 -0.448 0.01 0.02 -0.01
C 2.377 3.668 2.642 0.01 -0.02 0.02
C -2.764 0.071 0.560 -0.05 0.08 -0.04
C 1.648 -4.413 -0.551 0.03 -0.13 0.02
C -2.009 -0.441 4.659 -0.02 0.01 0.00
C -1.836 -0.026 -4.141 0.03 0.09 -0.07
C -2.453 -0.049 1.946 0.07 0.01 0.01
C -0.801 -0.007 -5.100 -0.01 -0.05 0.02
C 1.567 -3.065 -0.551 -0.08 0.13 -0.03
C -1.475 -0.094 -2.784 0.04 0.01 0.04
C -1.014 -0.765 3.751 0.12 -0.06 0.16
C 3.371 1.526 -0.907 0.06 0.02 -0.04
C -4.157 0.029 -3.511 0.00 0.00 -0.02
C -0.625 -3.550 -0.502 0.01 0.02 0.02
C -3.790 -0.040 -2.153 -0.09 -0.03 0.04
C 0.992 2.940 1.061 0.11 0.03 0.00
C -3.233 0.079 4.228 0.06 -0.04 0.04
C 0.781 -0.155 -3.326 0.05 -0.02 0.09
C 0.503 -0.059 -4.686 -0.01 0.01 -0.11
C 3.358 3.631 3.750 0.00 0.00 0.00
C -1.222 -0.550 2.403 -0.04 0.16 -0.24
C -2.470 -0.091 -1.787 0.01 0.01 0.09
C 3.366 0.040 -0.780 0.05 0.10 -0.02
C -3.458 0.256 2.882 -0.10 0.02 -0.08
C -3.205 0.037 -4.490 -0.01 -0.02 -0.01
H 1.322 -0.041 -5.392 0.00 0.00 0.01
H -2.603 -4.346 -0.487 0.01 0.00 0.00
H 3.103 1.110 2.541 0.02 0.00 -0.05
H 4.273 3.111 3.458 0.00 0.01 -0.01
H -5.206 0.072 -3.769 0.01 0.00 0.01
H -4.584 -0.062 -1.419 0.01 -0.02 0.01
H 3.615 4.654 4.013 0.00 0.00 0.00
H -0.083 -1.202 4.090 -0.01 0.01 -0.02
H -3.785 0.366 0.341 -0.01 0.02 -0.02
H -1.848 -0.603 5.717 -0.01 0.00 -0.01
H 3.830 1.992 -0.034 -0.02 -0.03 0.02
H 3.969 1.829 -1.768 -0.01 -0.02 0.00
H 4.491 -3.261 -0.692 -0.02 0.04 -0.02
H -2.455 -2.786 -1.293 0.00 0.00 0.00
H 1.587 0.942 3.146 -0.02 0.00 0.02
H -4.419 0.626 2.544 0.03 0.00 0.01
H 0.506 4.918 0.579 0.00 0.00 -0.01
H -1.051 0.043 -6.154 0.01 0.02 0.02
H -3.481 0.084 -5.535 0.00 0.01 0.02
H 2.363 1.911 -1.031 0.03 -0.03 -0.04
H -2.397 -2.889 0.481 0.01 0.02 0.01
H 2.529 -5.036 -0.569 -0.02 0.02 -0.01
H 2.944 3.139 4.632 -0.02 0.00 -0.02
H 1.805 -0.218 -2.993 0.04 -0.03 0.02

***

106
Properties=species:S:1:pos:R:3:forces:R:3 method="wB97M-V/def2-TZVPD" orbital_gap_ev=6.15
Cl 1.718 -1.684 -5.115 -1.90 -2.21 -4.34
S 6.252 0.287 2.289 0.67 1.20 2.43
S 2.555 9.027 -0.119 0.86 1.49 1.59
S 6.788 -9.515 0.368 1.04 0.25 1.72
P -5.910 5.743 -1.735 0.23 1.71 -2.07
O 2.204 10.351 -0.716 0.73 -2.60 0.94
O -6.255 5.069 -0.308 0.94 0.28 -1.00
O 1.172 -0.585 -4.362 0.88 0.21 0.54
O 0.638 -2.285 -5.924 0.00 1.31 -0.01
O 3.833 8.900 0.646 -2.40 0.08 -1.51
O -5.221 7.122 -1.699 -1.76 -3.97 0.05
O 6.084 -9.248 1.637 0.70 -0.31 -1.87
O 6.214 -10.308 -0.689 -0.46 0.36 0.12
O 4.884 0.594 2.658 0.24 -0.24 -0.98
O -7.426 5.795 -2.495 2.92 -0.03 1.28
O 6.850 -0.885 2.918 -0.31 0.62 -1.11
O -5.209 4.535 -2.656 -1.03 1.77 3.65
O 2.087 -2.829 -4.315 1.79 0.96 1.39
O 2.756 -1.246 -6.103 -0.85 -0.29 2.58
N -3.078 -4.122 1.225 -1.28 -0.66 1.06
C -1.964 -5.234 1.203 -0.01 1.11 1.02
C -6.044 4.213 -4.922 -0.03 1.40 1.66
C 2.363 7.697 -1.366 0.42 1.06 0.41
C -4.395 -4.631 1.897 1.15 -0.24 -0.06
C -4.156 -5.165 3.257 0.35 0.15 1.34
C 9.294 -8.912 0.693 0.92 -1.29 -1.31
C 0.948 6.945 0.638 -0.83 0.88 1.74
C 7.252 1.770 2.730 1.16 0.34 -1.31
C 7.446 -7.891 -0.314 -0.32 -0.23 -1.38
C -2.459 -3.298 3.532 1.71 0.96 -1.19
C 8.927 -8.109 -0.660 0.98 -0.84 3.06
C -3.525 -3.664 -0.164 2.63 -1.35 0.88
C -2.327 -6.500 0.503 -2.03 -0.03 -0.14
C 1.378 6.645 -0.769 0.70 0.38 -2.53
C 7.851 2.373 1.335 0.52 -2.33 2.17
C -1.276 -7.562 0.453 1.71 0.54 -0.81
C 6.613 0.412 0.548 0.49 -1.60 -0.72
C -3.692 -3.984 4.093 0.63 -0.02 0.75
C -8.159 6.921 -2.071 -2.45 0.72 -0.22
C -2.534 -2.900 2.038 -1.19 -1.33 -0.52
C 8.481 -10.229 0.678 -0.80 1.71 -0.58
C -6.742 5.889 0.783 -0.81 0.23 1.10
C 7.076 1.810 0.161 -2.09 0.78 -0.05
C -9.386 7.026 -3.037 1.90 -0.51 0.33
C -4.877 4.720 -3.992 -0.56 -0.75 -3.18
C -5.880 5.803 2.095 -0.67 0.09 -1.52
C 1.109 8.467 0.978 0.61 0.22 -1.52
H 5.871 -0.147 -0.022 -0.83 0.92 -0.07
H -9.899 6.066 -3.079 -0.39 0.19 0.51
H -2.509 -3.574 -0.550 -0.40 0.67 -1.23
H 1.413 6.275 1.361 0.59 0.36 -0.03
H -4.864 -5.430 1.324 0.03 0.69 -0.72
H 7.308 -7.123 0.448 0.07 -0.19 0.00
H 9.640 -7.287 -0.715 -0.85 0.90 0.41
H -8.542 6.805 -1.057 -0.05 -0.43 0.20
H -5.065 -5.604 3.667 -0.31 0.33 -0.10
H 8.127 1.422 3.279 -0.18 -0.30 0.05
H -4.941 6.350 2.011 0.05 -0.29 -0.09
H 6.832 -7.664 -1.185 -0.20 -0.02 0.13
H 0.591 6.663 -1.523 -0.64 -0.08 0.54
H -7.747 5.541 1.017 0.07 -0.88 0.11
H -2.705 -6.255 -0.490 0.27 -0.29 -0.27
H -4.467 -3.219 4.139 -0.28 -0.12 0.14
H 7.417 -0.287 0.321 0.63 0.02 0.77
H -0.815 -7.891 1.385 -0.52 0.09 0.26
H -3.462 -6.001 3.347 0.27 0.07 -0.42
H -1.520 -8.431 -0.159 -0.35 0.14 0.20
H 8.100 3.424 1.482 -0.34 -0.08 -0.67
H -7.059 6.873 0.439 1.23 0.43 0.00
H -5.752 4.380 -5.959 -0.16 -0.77 0.00
H 6.791 2.498 3.398 -0.71 -0.22 -0.44
H -3.241 -2.113 1.772 -0.09 0.11 0.47
H -10.006 7.884 -2.775 -0.08 -0.21 -0.32
H -6.403 3.255 -4.547 0.78 -0.62 -0.79
H -3.195 -6.887 1.038 -0.28 -0.12 0.04
H 7.605 1.723 -0.788 0.24 0.31 0.21
H 1.196 8.896 1.976 0.87 -0.91 0.28
H 9.056 -8.395 1.623 -0.14 0.48 -0.28
H -4.031 4.099 -4.289 0.16 -0.43 0.84
H 8.605 -10.773 -0.259 0.42 -0.26 0.27
H 6.205 2.446 0.001 -0.18 -0.04 -0.31
H -1.049 -4.712 0.925 -0.08 -0.09 -0.74
H -5.749 4.739 2.292 0.38 0.08 0.03
H 1.805 5.651 -0.899 0.14 0.07 0.40
H -8.912 7.065 -4.018 -0.36 0.70 -0.26
H -1.492 -3.794 3.609 -0.31 -1.11 0.19
H 8.613 -10.830 1.578 -0.49 0.06 -0.15
H -2.124 -2.413 4.073 -0.84 0.43 0.18
H -0.468 -7.054 -0.073 0.50 -0.39 -0.19
H 10.348 -9.182 0.765 0.15 0.16 -0.17
H -3.976 -4.554 -0.602 -0.39 0.64 -0.27
H -6.427 6.213 2.944 -0.20 0.11 -0.19
H -4.967 -3.717 2.055 -0.47 -0.21 -0.72
H 3.304 7.341 -1.785 0.31 -0.24 0.94
H -6.957 4.773 -4.719 0.16 0.70 -0.22
H 2.063 8.349 -2.187 -1.10 -0.44 -0.12
H -1.596 -2.638 1.550 0.15 -0.05 0.37
H -3.473 -4.317 5.107 -0.07 0.19 0.09
H -1.759 -5.513 2.237 -0.29 0.37 0.15
H -0.104 6.706 0.792 -0.16 0.03 -0.32
H 0.266 9.076 0.656 -0.12 -0.32 -0.83
H -4.502 5.693 -4.311 -0.58 0.57 0.65
H 9.272 -8.626 -1.556 -1.04 -0.78 0.03
H 8.758 1.771 1.286 0.66 0.64 0.02
H -7.591 7.850 -2.024 0.30 -0.11 -0.54
H -4.074 -2.723 -0.154 -0.08 -0.42 0.11